No. 1
C39H46F3IrN6OSTe | ωB97M-V/def2-TZVPD

As for the strongest force on any atom: 0.5 eV Å⁻¹. The gap between HOMO and LUMO (spin up / spin down) comes out at 6.71 / 6.95 eV. Its net charge is +1. The HOMO energy (spin up / spin down) comes out at -9.1 / -11.1 eV. Its lowest unoccupied orbital energy (spin up / spin down) is -2.4 / -4.1 eV. As for the spin multiplicity: 6. As for the energy above the lowest of the compared OMol25 structures with the same formula, charge and spin: 0.0 kJ/mol. Its expectation value of S² is 8.7805.

Each line ends with the Löwdin spin population.
Cartesian coordinates (Å):
Ir1 0.228 0.040 0.223  2.55
Te1 2.046 -1.440 -1.555  0.19
S1 0.491 -0.942 2.451  0.26
F1 -3.118 2.543 -5.764  0.00
F2 -1.090 2.484 -6.513  0.00
F3 -2.341 0.721 -6.640  0.00
O1 -0.836 -1.853 -0.229  0.07
N1 -1.433 2.009 1.999  0.00
N2 -1.744 1.272 0.912  0.10
N3 -1.390 -2.053 3.958  0.02
N4 -0.644 0.606 -2.008  0.10
N5 -1.547 -2.721 1.814  0.01
N6 1.305 1.611 0.467  1.21
C1 5.989 -2.321 0.012  0.00
C2 -1.813 0.079 -4.016  0.00
C3 2.564 2.857 2.100  0.04
C4 -0.745 -1.447 5.126  0.01
C5 2.427 1.083 -5.053  0.00
C6 -2.047 -3.845 -0.239  0.00
C7 -1.346 -0.250 -2.751  0.01
C8 3.320 2.680 -0.292  0.04
C9 1.275 4.028 0.279  0.04
C10 -2.253 -5.147 -2.257  0.00
C11 -0.935 -1.942 2.705  0.04
C12 -0.384 1.820 -2.489  0.01
C13 5.028 -0.744 1.555  0.00
C14 -3.007 -4.648 0.370  0.00
C15 -2.358 2.946 2.271  0.00
C16 2.012 0.166 -4.098  0.01
C17 2.104 2.786 0.638  0.14
C18 -2.604 -2.844 4.219  0.00
C19 -3.327 2.814 1.302  0.00
C20 4.369 1.579 -3.728  0.00
C21 -3.217 -5.940 -1.647  0.00
C22 4.826 -2.292 -0.745  0.01
C23 3.865 -0.704 0.799  0.00
C24 -3.882 -2.141 3.786  0.00
C25 -1.416 -2.706 0.494  0.01
C26 -0.822 2.238 -3.733  0.00
C27 -3.595 -5.687 -0.335  0.00
C28 2.777 -0.039 -2.951  0.01
C29 -2.028 1.772 -5.874  0.00
C30 6.089 -1.548 1.162  0.00
C31 3.605 1.794 -4.866  0.01
C32 3.961 0.663 -2.767  0.01
C33 3.767 -1.478 -0.350  0.01
C34 -3.590 1.182 -0.720  0.00
C35 -2.237 3.872 3.433  0.00
C36 -1.540 1.344 -4.506  0.00
C37 -1.452 -0.191 5.610  0.00
C38 -1.676 -4.098 -1.558  0.00
C39 -2.899 1.762 0.470  0.01
H1 -4.742 -2.770 4.018  0.00
H2 3.931 3.578 -0.196  0.01
H3 -1.532 0.532 4.799  0.00
H4 -0.920 -3.480 -2.023  0.00
H5 -4.665 1.333 -0.641  0.00
H6 3.932 2.506 -5.613  0.00
H7 -3.394 0.114 -0.785  0.00
H8 3.931 1.810 -0.034  0.00
H9 -0.582 3.228 -4.096  0.00
H10 -2.458 -0.411 5.970  0.00
H11 3.039 -0.072 1.104  0.00
H12 -1.527 -1.224 -2.310  0.00
H13 1.709 2.930 2.775  0.00
H14 -3.288 -4.446 1.394  0.00
H15 1.834 1.236 -5.946  0.00
H16 6.813 -2.951 -0.294  0.00
H17 -3.672 -6.756 -2.192  0.00
H18 -0.893 0.260 6.431  0.00
H19 -1.949 -5.350 -3.276  0.00
H20 4.564 0.503 -1.881  0.00
H21 -2.506 -3.798 3.704  0.00
H22 -4.231 3.392 1.208  0.00
H23 -0.582 1.788 2.499  0.00
H24 1.874 4.925 0.446  0.01
H25 -0.745 -2.203 5.912  0.00
H26 4.748 -2.902 -1.637  0.00
H27 -3.872 -1.955 2.713  0.00
H28 1.102 -0.401 -4.262  0.00
H29 3.138 1.969 2.367  0.00
H30 -3.255 1.652 -1.648  0.00
H31 0.201 2.470 -1.849  0.00
H32 -4.009 -1.190 4.304  0.00
H33 -2.367 -0.642 -4.599  0.00
H34 -4.347 -6.302 0.141  0.00
H35 -2.259 3.327 4.378  0.00
H36 5.104 -0.146 2.454  0.00
H37 3.007 2.579 -1.335  0.00
H38 -1.307 4.441 3.394  0.00
H39 0.374 4.089 0.887  0.00
H40 6.995 -1.575 1.753  0.00
H41 -3.065 4.578 3.431  0.00
H42 0.292 -1.235 4.885  0.00
H43 5.293 2.125 -3.585  0.00
H44 -2.620 -3.037 5.291  0.00
H45 0.977 4.010 -0.771  0.00
H46 3.195 3.735 2.248  0.01

=====

No. 2
C39H47As2CsFN3O11P | ωB97M-V/def2-TZVPD

As for the strongest force on any atom: 0.5 eV Å⁻¹. The gap between HOMO and LUMO comes out at 6.47 eV. Its net charge is +1. The HOMO energy comes out at -9.5 eV. Its lowest unoccupied orbital energy is -3.0 eV. As for the spin multiplicity: 1. As for the energy above the lowest of the compared OMol25 structures with the same formula, charge and spin: 0.0 kJ/mol.

Each line ends with the Löwdin charge.
Cartesian coordinates (Å):
Cs1 1.490 -0.559 -2.830  1.09
As1 -1.866 -0.906 -1.958  1.30
As2 -4.508 -0.423 -4.922  1.36
P1 5.158 -0.590 -2.221  0.85
F1 0.584 -1.390 5.275  0.06
O1 -6.819 -1.850 -2.715  0.13
O2 0.099 1.660 -1.707  -0.18
O3 2.258 2.249 -1.817  -0.07
O4 -3.309 -2.785 -0.158  0.09
O5 1.021 -0.344 0.424  0.00
O6 -6.058 -3.404 -4.084  -0.02
O7 -2.277 -1.938 -5.971  -0.10
O8 -2.901 2.578 -3.948  -0.04
O9 -0.561 -1.314 -4.687  -0.13
O10 -4.692 -3.821 -1.582  -0.05
O11 -3.377 2.052 -1.820  0.10
N1 0.555 1.072 6.653  -0.12
N2 -0.037 2.090 8.835  0.05
N3 1.070 3.262 2.364  -0.01
C1 1.201 2.023 0.305  -0.03
C2 0.675 0.977 5.234  -0.17
C3 7.305 -3.863 -3.573  -0.08
C4 -3.860 -2.837 -1.229  -0.52
C5 -5.887 -2.342 -3.288  -0.58
C6 -0.109 5.088 3.672  -0.10
C7 0.816 2.137 4.498  0.07
C8 -1.726 -1.192 -5.009  -0.57
C9 0.928 0.859 2.450  -0.04
C10 1.050 0.751 0.979  -0.32
C11 -2.936 1.747 -2.896  -0.55
C12 1.777 1.234 7.424  -0.12
C13 -2.172 -0.005 -0.260  -0.28
C14 -4.545 -1.646 -3.286  -0.25
C15 -0.522 0.673 8.781  -0.07
C16 5.162 0.075 -3.933  -0.31
C17 -3.363 3.903 -3.674  -0.03
C18 5.855 -2.269 -2.479  -0.41
C19 -0.371 0.175 7.330  -0.13
C20 0.386 5.687 2.389  -0.08
C21 -1.412 -2.898 -6.589  -0.02
C22 0.783 -0.307 3.198  0.09
C23 5.893 -4.581 -1.768  -0.09
C24 5.398 -3.290 -1.648  -0.12
C25 1.126 4.547 3.008  -0.27
C26 -4.992 -4.774 -0.555  -0.01
C27 -3.655 -1.804 -2.296  -0.22
C28 -5.551 1.007 -4.101  -0.28
C29 -2.627 -0.123 -4.489  -0.33
C30 1.448 2.155 8.612  -0.07
C31 -2.367 0.414 -3.280  -0.29
C32 -4.917 -4.019 -4.684  -0.05
C33 1.221 3.174 1.002  0.04
C34 1.198 2.023 -1.215  -0.79
C35 0.672 -0.245 4.557  -0.19
C36 6.815 -2.572 -3.443  -0.10
C37 6.845 -4.869 -2.734  -0.09
C38 0.946 2.103 3.103  -0.12
C39 6.614 0.275 -1.505  -0.29
H1 7.228 -5.876 -2.837  0.10
H2 -4.661 -3.506 -5.612  0.08
H3 -5.682 -5.481 -1.005  0.10
H4 -0.034 -0.865 7.355  0.13
H5 -4.400 3.897 -3.340  0.09
H6 -4.085 -5.277 -0.224  0.10
H7 -5.205 -5.045 -4.897  0.10
H8 7.516 0.124 -2.100  0.04
H9 -1.853 -0.704 0.508  0.02
H10 -1.047 -3.614 -5.854  0.10
H11 -5.459 -4.280 0.295  0.10
H12 -0.196 5.479 1.503  0.11
H13 2.166 0.271 7.778  0.14
H14 2.079 4.772 3.476  0.15
H15 -0.294 2.540 9.711  0.18
H16 -1.523 0.867 -0.300  0.01
H17 -5.513 1.881 -4.749  0.03
H18 -4.061 -4.014 -4.009  0.09
H19 6.157 0.146 -4.375  0.03
H20 -0.561 -2.401 -7.053  0.10
H21 0.802 3.086 5.016  0.11
H22 -6.570 0.619 -4.086  0.03
H23 -2.020 -3.393 -7.339  0.10
H24 0.094 0.108 9.478  0.14
H25 2.545 1.694 6.808  0.14
H26 0.779 -1.254 2.672  0.14
H27 -3.268 4.447 -4.608  0.10
H28 4.644 -3.064 -0.902  0.09
H29 1.696 3.194 8.405  0.13
H30 0.855 6.660 2.403  0.11
H31 5.530 -5.364 -1.114  0.10
H32 6.781 -0.103 -0.496  0.03
H33 -1.554 0.641 9.120  0.14
H34 8.047 -4.085 -4.328  0.10
H35 6.396 1.341 -1.439  0.04
H36 4.721 1.074 -3.926  0.04
H37 4.548 -0.565 -4.570  0.03
H38 -2.749 4.365 -2.902  0.10
H39 1.349 4.119 0.494  0.15
H40 -1.004 4.485 3.615  0.11
H41 -3.205 0.294 -0.115  0.04
H42 -0.479 2.592 8.061  0.18
H43 1.940 1.844 9.532  0.14
H44 -5.261 1.259 -3.087  0.03
H45 7.189 -1.797 -4.101  0.10
H46 -1.326 0.208 6.807  0.14
H47 0.017 5.646 4.590  0.10

=====

No. 3
C39H47BrHfIN4O9SeSi | ωB97M-V/def2-TZVPD

As for the strongest force on any atom: 2.0 eV Å⁻¹. The gap between HOMO and LUMO comes out at 6.84 eV. Its net charge is -1. The HOMO energy comes out at -5.2 eV. Its lowest unoccupied orbital energy is 1.6 eV. As for the spin multiplicity: 1. As for the energy above the lowest of the compared OMol25 structures with the same formula, charge and spin: 35.1 kJ/mol.

Each line ends with the Löwdin charge.
Cartesian coordinates (Å):
Hf1 -0.944 0.009 0.348  1.37
I1 1.618 0.822 -2.134  1.22
Br1 4.503 2.163 -3.644  0.70
Se1 0.168 -2.105 -0.596  0.34
Si1 -0.715 -2.832 -2.647  0.29
O1 -2.345 -0.486 -0.963  -0.35
O2 -3.538 0.735 0.340  -0.25
O3 -1.283 1.142 -3.274  -0.01
O4 -1.467 2.934 -4.442  0.08
O5 -4.296 6.663 -0.459  0.07
O6 -0.754 1.606 -0.827  -0.34
O7 -2.326 3.361 2.542  0.07
O8 -1.430 1.528 1.668  -0.14
O9 -4.019 6.517 -2.585  0.06
N1 -1.384 -1.270 2.033  -0.03
N2 1.015 0.395 1.453  -0.04
N3 -3.857 6.106 -1.450  -0.37
N4 -1.538 2.326 -3.392  -0.33
C1 3.818 -2.279 0.848  -0.05
C2 -1.041 -4.704 -2.389  -0.23
C3 5.498 -0.473 -3.804  -0.15
C4 3.836 2.763 0.992  -0.04
C5 3.284 -1.390 1.973  -0.37
C6 3.340 -1.665 -2.559  -0.20
C7 -4.568 -2.104 2.107  -0.02
C8 -3.499 -4.227 2.884  -0.06
C9 2.331 0.920 1.369  -0.19
C10 0.618 -2.643 -4.019  -0.22
C11 3.995 -1.697 3.296  -0.06
C12 5.481 -1.844 -3.621  -0.09
C13 -4.778 1.357 0.635  -0.08
C14 4.401 -2.437 -2.992  -0.08
C15 3.429 0.075 1.613  -0.13
C16 4.920 1.932 1.193  -0.07
C17 3.331 -0.289 -2.745  -0.63
C18 -1.585 2.572 -0.942  -0.26
C19 -0.466 -0.787 2.953  -0.33
C20 4.710 0.602 1.502  -0.04
C21 -1.806 -2.183 4.060  -0.03
C22 -2.274 -2.031 -3.397  -0.20
C23 -2.851 4.414 0.011  0.07
C24 1.523 4.209 -0.215  -0.06
C25 -2.118 3.266 0.185  -0.05
C26 -3.505 -0.010 -0.843  -0.16
C27 1.201 3.980 2.277  -0.04
C28 0.663 -0.019 2.640  -0.11
C29 -2.171 -2.130 2.704  -0.23
C30 -2.954 -3.324 0.635  -0.07
C31 4.430 0.293 -3.366  -0.73
C32 -3.112 4.908 -1.273  -0.14
C33 -1.946 2.694 1.595  -0.58
C34 1.376 3.232 0.952  -0.38
C35 -0.737 -1.330 4.223  -0.01
C36 -2.689 4.209 -2.394  0.10
C37 -1.956 3.050 -2.237  -0.05
C38 2.540 2.276 1.072  -0.17
C39 -3.282 -2.939 2.078  -0.53
H1 6.331 0.015 -4.286  0.09
H2 1.793 3.678 -1.125  0.03
H3 -0.270 -5.140 -1.764  0.01
H4 0.580 4.723 -0.392  0.08
H5 2.227 -1.640 2.098  0.11
H6 -4.203 -4.872 2.365  0.08
H7 6.310 -2.438 -3.973  0.10
H8 0.478 2.641 0.773  0.08
H9 -4.826 -1.856 3.134  0.09
H10 1.324 0.190 3.488  0.16
H11 3.728 -2.694 3.641  0.08
H12 -2.135 -0.962 -3.518  0.00
H13 2.493 -2.131 -2.080  0.01
H14 0.210 -2.960 -4.973  0.02
H15 -3.905 -4.014 3.870  0.07
H16 -3.161 -2.181 -2.792  0.02
H17 -3.220 4.937 0.883  0.14
H18 2.114 4.512 2.541  0.08
H19 3.713 -0.979 4.065  0.08
H20 -4.423 -1.184 1.551  0.06
H21 -1.999 -4.878 -1.913  0.01
H22 -2.448 -2.465 -4.378  0.03
H23 -2.844 -2.439 0.013  0.03
H24 -2.269 -2.774 4.827  0.10
H25 5.075 -1.660 3.176  0.07
H26 3.799 -3.322 1.156  0.08
H27 -1.041 -5.214 -3.345  0.02
H28 3.179 -2.175 -0.023  0.02
H29 -4.973 1.241 1.701  0.10
H30 -2.029 -3.894 0.592  0.07
H31 -5.571 0.887 0.047  0.08
H32 5.925 2.325 1.121  0.10
H33 -3.759 -3.930 0.220  0.09
H34 4.375 -3.504 -2.838  0.11
H35 5.566 -0.036 1.676  0.11
H36 -2.561 -4.763 3.008  0.09
H37 3.995 3.809 0.782  0.11
H38 -2.949 4.550 -3.384  0.13
H39 -0.194 -1.115 5.125  0.11
H40 -5.392 -2.654 1.657  0.09
H41 4.836 -2.009 0.574  0.08
H42 0.920 -1.606 -4.117  0.00
H43 2.284 4.959 -0.015  0.07
H44 1.502 -3.237 -3.820  0.01
H45 0.966 3.280 3.075  0.08
H46 0.383 4.694 2.212  0.08
H47 -4.726 2.424 0.396  0.09

=====

No. 4
C39H47Cl52N2O5P2Si | ωB97M-V/def2-TZVPD

As for the strongest force on any atom: 5.9 eV Å⁻¹. The gap between HOMO and LUMO comes out at 5.54 eV. Its net charge is +1. The HOMO energy comes out at -10.3 eV. Its lowest unoccupied orbital energy is -4.7 eV. As for the spin multiplicity: 1.

Each line ends with the Löwdin charge.
Cartesian coordinates (Å):
Cl1 8.505 -5.797 -1.672  0.51
Cl2 3.169 -8.202 -2.795  0.49
Cl3 5.745 -6.222 6.216  0.49
Cl4 0.497 2.530 -5.979  0.54
Cl5 7.771 -6.409 8.284  0.53
Cl6 7.792 -6.726 0.990  0.48
Cl7 -7.582 5.575 12.760  0.52
Cl8 2.835 1.429 -7.296  0.49
Cl9 -8.417 1.244 8.838  0.49
Cl10 4.279 6.872 -8.966  0.51
Cl11 -6.290 -3.891 6.172  0.52
Cl12 7.733 7.328 -14.966  0.52
Cl13 -8.468 -2.171 7.015  0.50
Cl14 5.967 6.796 -12.725  0.49
Cl15 7.136 7.075 -8.504  0.53
Cl16 3.447 -4.530 1.196  0.51
Cl17 2.585 -0.944 -10.058  0.51
Cl18 -9.028 -4.585 5.507  0.52
Cl19 11.258 -8.181 -2.894  0.51
Cl20 11.803 -10.332 -1.025  0.53
Cl21 6.079 4.944 -14.955  0.52
Cl22 2.335 4.282 -7.382  0.52
Cl23 1.051 0.629 -11.953  0.53
Cl24 -7.342 3.732 10.530  0.46
Cl25 1.015 -2.800 5.980  0.53
Cl26 3.768 -2.112 6.583  0.52
Cl27 -7.748 -2.326 4.211  0.50
Cl28 2.784 -4.384 4.016  0.49
Cl29 -6.912 2.793 13.242  0.52
Cl30 5.588 5.032 -7.143  0.49
Cl31 8.327 5.158 -13.133  0.51
Cl32 -0.164 -1.660 -10.650  0.52
Cl33 9.574 -10.543 -2.869  0.52
Cl34 4.942 -6.101 3.120  0.50
Cl35 6.906 -4.116 0.065  0.50
Cl36 6.885 -3.807 7.355  0.50
Cl37 1.614 -0.392 7.482  0.55
Cl38 -9.582 3.511 12.360  0.52
Cl39 6.065 4.832 -9.998  0.50
Cl40 -6.800 3.248 7.494  0.49
Cl41 0.415 0.740 -9.125  0.47
Cl42 3.145 3.029 -4.895  0.51
Cl43 -7.854 0.992 6.005  0.49
Cl44 5.402 -8.422 -4.634  0.51
Cl45 2.193 -6.792 2.509  0.55
Cl46 2.927 -7.180 -5.500  0.51
Cl47 9.460 -8.657 -0.667  0.46
Cl48 5.762 -6.526 -1.078  0.49
Cl49 3.028 -10.041 -5.034  0.53
Cl50 8.491 -5.497 5.626  0.52
Cl51 -9.645 3.070 6.948  0.53
Cl52 2.269 -0.538 4.658  0.49
P1 4.070 3.239 1.104  0.44
P2 3.986 1.403 -0.090  0.92
Si1 -4.678 2.175 0.810  0.56
O1 -4.292 -1.591 4.675  0.02
O2 5.711 3.397 1.582  -0.22
O3 3.075 3.182 2.482  -0.20
O4 -2.601 -2.780 3.526  -0.06
O5 3.769 4.411 0.152  -0.38
N1 2.371 0.675 -0.049  -0.28
N2 0.800 -2.494 -2.609  -0.01
C1 7.026 6.057 -13.945  -2.03
C2 -0.751 3.781 -2.995  -0.21
C3 -6.064 1.020 0.126  -0.23
C4 -7.884 -3.244 5.727  -2.02
C5 2.178 -0.385 0.765  0.04
C6 1.059 2.053 -1.955  -0.14
C7 -8.333 -0.962 -0.835  -0.07
C8 0.347 -2.465 0.918  -0.14
C9 7.223 -5.484 6.871  -2.02
C10 -1.861 -2.169 2.420  -0.18
C11 10.524 -9.429 -1.864  -2.01
C12 0.507 -0.482 -0.962  -0.18
C13 -2.161 4.649 0.415  -0.21
C14 1.413 -1.261 -2.047  -0.22
C15 -5.118 2.670 2.622  -0.19
C16 1.093 0.993 -0.760  -0.27
C17 -8.180 2.139 7.321  -2.01
C18 3.342 -5.453 2.710  -1.98
C19 -1.654 4.902 -2.247  -0.19
C20 0.971 -0.308 -10.447  -2.02
C21 -7.269 -1.462 0.211  -0.07
C22 -7.109 1.499 -0.947  -0.06
C23 2.203 2.817 -6.389  -1.99
C24 -2.058 -0.797 5.253  0.00
C25 -3.725 4.923 0.187  -0.24
C26 -1.190 5.207 -0.739  -0.20
C27 7.242 -5.792 -0.424  -2.00
C28 -3.069 1.092 0.861  -0.21
C29 -6.171 -0.442 0.645  -0.09
C30 -7.854 3.903 12.223  -2.02
C31 -3.067 -1.768 4.429  -0.38
C32 0.647 -0.924 0.603  -0.17
C33 -0.298 -2.567 2.404  -0.15
C34 -0.512 2.459 -2.117  -0.19
C35 3.632 -8.462 -4.491  -2.03
C36 -8.225 0.492 -1.411  -0.07
C37 5.768 5.952 -8.653  -2.02
C38 2.167 -1.461 6.178  -2.00
C39 -4.549 3.665 -0.387  -0.28
H1 -2.761 4.663 -2.379  0.09
H2 2.463 -1.534 -1.690  0.12
H3 -5.622 4.027 -0.585  0.08
H4 -3.794 5.751 -0.619  0.11
H5 -2.073 -1.104 6.354  0.10
H6 0.238 -1.786 3.060  0.06
H7 -4.190 2.657 3.309  0.04
H8 -0.461 -2.875 0.205  0.13
H9 -2.382 0.290 5.134  0.10
H10 -4.245 5.370 1.117  0.11
H11 3.282 2.310 2.913  0.06
H12 1.392 1.633 -2.969  0.08
H13 -8.994 0.825 -2.202  0.09
H14 -5.400 -0.779 1.427  0.07
H15 0.011 -2.297 -3.236  0.08
H16 -1.471 5.878 -2.843  0.12
H17 0.575 -3.194 -1.893  0.06
H18 -2.258 1.563 1.541  0.04
H19 1.315 -3.068 0.806  0.06
H20 -9.162 -1.695 -1.151  0.09
H21 -3.315 0.021 1.226  0.02
H22 2.942 -0.860 1.470  0.15
H23 -0.146 4.718 -0.617  0.11
H24 -7.091 2.563 -1.373  0.08
H25 -0.549 -0.586 -1.420  0.16
H26 -1.024 6.325 -0.524  0.12
H27 4.258 1.837 -1.448  -0.02
H28 -7.313 -2.524 0.648  0.09
H29 -0.074 -0.258 1.190  0.15
H30 -1.871 5.222 1.380  0.12
H31 -1.034 1.580 -2.662  0.12
H32 0.231 4.188 -3.411  0.10
H33 -1.919 -1.019 2.561  0.10
H34 -1.892 3.555 0.609  0.06
H35 -0.990 -0.981 4.866  0.03
H36 -5.891 1.910 3.028  0.04
H37 -1.037 2.511 -1.086  0.09
H38 -2.400 -2.379 1.429  0.14
H39 -4.144 3.281 -1.391  0.08
H40 -5.592 3.705 2.718  0.04
H41 5.815 4.177 2.179  0.09
H42 1.606 3.009 -1.647  0.11
H43 -2.616 1.055 -0.191  0.03
H44 1.558 -0.532 -2.935  0.13
H45 -1.378 3.455 -3.912  0.09
H46 0.416 1.470 0.044  0.15
H47 -0.177 -3.611 2.850  0.12